Record 1
The following is a quantum chemistry calculation of a structure of composition C10H20O20S5Ti, from the Open Molecules 2025 dataset.

highest occupied orbital energy (alpha / beta)	-8.27 / -13.78	eV
HOMO-LUMO gap (alpha / beta)	6.44 / 11.64	eV
relative energy (zero: lowest compared OMol25 entry of this formula, charge and spin)	29.7	kcal/mol

```
! RIJCOSX wB97M-V def2-TZVPD def2/J DEFGRID3
* xyz 1 4
Ti 1.21972 0.26700 0.01626
C 3.75754 1.33802 -4.03016
C 3.49981 0.47079 -2.75479
O 2.15064 0.86938 -2.38022
S 1.40590 1.76120 -3.52655
O 0.56377 2.73066 -2.88805
O 0.87463 0.91809 -4.54927
O 2.82686 2.41616 -3.92217
H 3.49648 0.84982 -4.97264
H 4.74956 1.77775 -4.06664
H 4.21250 0.70139 -1.97120
H 3.35973 -0.58259 -2.98211
C -2.86839 -2.28114 -1.50964
C -2.55534 -3.23145 -0.36401
O -1.11955 -3.49868 -0.47839
S -0.54459 -2.84931 -1.83675
O 0.28176 -3.76473 -2.55532
O -0.02723 -1.53397 -1.55416
O -1.99492 -2.69129 -2.56752
H -2.86587 -1.20222 -1.33311
H -3.87233 -2.37836 -1.93450
H -2.99698 -4.22601 -0.40744
H -2.73681 -2.85234 0.64058
C -3.34439 0.86420 2.69018
C -2.58328 1.50767 3.83001
O -1.76906 0.42172 4.27844
S -1.18441 -0.34381 2.94875
O -1.06106 -1.74162 3.21056
O -0.10708 0.44452 2.41732
O -2.47580 -0.07030 2.01654
H -3.82404 1.52077 1.96579
H -4.14614 0.23644 3.08730
H -3.29161 1.76981 4.61617
H -2.00821 2.41339 3.64061
C -1.12139 5.36695 -1.17103
C -0.01587 5.79179 -0.22172
O 0.56669 4.56257 0.15552
S -0.61494 3.51076 0.43554
O -1.15230 3.68182 1.74903
O -0.19462 2.21470 -0.00339
O -1.67076 4.15815 -0.59804
H -0.59431 4.96750 -2.04450
H -1.82509 6.14427 -1.44215
H -0.36499 6.26248 0.70755
H 0.65952 6.50441 -0.69011
C 2.69222 -4.71260 1.36853
C 1.29582 -4.83292 2.05870
O 1.14550 -3.68854 2.89620
S 1.95527 -2.46731 2.18801
O 2.33231 -1.46384 3.11131
O 1.24765 -2.05328 0.99885
O 3.16053 -3.40827 1.77058
H 2.51627 -4.66323 0.29713
H 3.43475 -5.42481 1.70324
H 1.05549 -5.73627 2.61485
H 0.47044 -4.74528 1.34204
*
```

=====

Record 2
The following is a quantum chemistry calculation of a structure of composition C38H35F9GeN3OPd, from the Open Molecules 2025 dataset.

highest occupied orbital energy (alpha / beta)	-0.93 / -1.25	eV
HOMO-LUMO gap (alpha / beta)	5.64 / 5.95	eV
relative energy (zero: lowest compared OMol25 entry of this formula, charge and spin)	20.9	kcal/mol

```
! RIJCOSX wB97M-V def2-TZVPD def2/J DEFGRID3
* xyz -2 2
Pd -0.05292 -0.20106 0.54427
C 2.58248 -0.41172 -1.37258
N 2.33837 0.55165 -0.30717
C 3.31775 0.42871 0.75594
C 2.22360 1.88443 -0.83608
C 3.29993 2.51049 -1.43738
C 3.18455 3.75915 -2.03893
C 1.93763 4.37138 -2.05864
C 0.85185 3.77379 -1.45271
C 0.94713 2.51980 -0.79061
N -0.12258 1.89388 -0.25917
C -1.25457 2.54170 0.15231
C -1.24734 3.82810 0.72930
C -2.40345 4.42553 1.19934
C -3.62095 3.77069 1.11489
C -3.66476 2.49593 0.55869
C -2.52313 1.87694 0.07992
N -2.56149 0.58641 -0.53850
C -2.73855 0.67962 -1.97315
C -3.45809 -0.37746 0.07972
H 3.53436 -0.22206 -1.90173
H 1.76415 -0.36180 -2.09120
H 2.62334 -1.41811 -0.95746
H 4.36027 0.47218 0.38999
H 3.16826 -0.52425 1.27038
H 3.16480 1.23350 1.47219
H 4.26634 2.01585 -1.43562
H 4.04390 4.22802 -2.50414
H 1.81266 5.33377 -2.54585
H -0.12150 4.24558 -1.49835
H -0.29771 4.33598 0.84087
H -2.35063 5.41387 1.64482
H -4.52921 4.23863 1.47644
H -4.61917 1.98502 0.49584
H -3.72280 1.10209 -2.25063
H -2.64188 -0.31555 -2.41109
H -1.96032 1.32104 -2.39060
H -4.51956 -0.06963 0.08547
H -3.11835 -0.55332 1.10047
H -3.37504 -1.31425 -0.46727
C 2.42359 4.09664 4.13701
C 3.13894 2.91654 4.27185
C 2.53195 1.69418 4.00659
C 1.19772 1.60426 3.60757
C 0.49238 2.80808 3.51198
C 1.08573 4.03327 3.76816
Ge 0.21208 -0.00662 2.87992
C -1.34242 0.20416 4.15820
C -2.60600 0.60513 3.73130
C -3.67252 0.71293 4.61595
C -3.49532 0.41177 5.95813
C -2.24087 0.01737 6.40775
C -1.18079 -0.07066 5.51790
C 0.97707 -1.64538 3.78891
C 0.08214 -2.70667 3.96371
C 0.48989 -3.95529 4.40267
C 1.83240 -4.19126 4.67187
C 2.74579 -3.16560 4.48706
C 2.32084 -1.91806 4.04597
H 2.90741 5.05277 4.30388
H 4.18444 2.94894 4.56263
H 3.12273 0.79335 4.11730
H -0.55161 2.77463 3.21812
H 0.50989 4.94657 3.65929
H -2.74999 0.83927 2.68349
H -4.64539 1.03459 4.25890
H -4.32839 0.48546 6.64924
H -2.09524 -0.22250 7.45651
H -0.19864 -0.36756 5.87118
H -0.96787 -2.54651 3.73635
H -0.23183 -4.75651 4.51900
H 2.16338 -5.17210 4.99460
H 3.80054 -3.35239 4.66299
H 3.06824 -1.14967 3.88903
F 1.33228 -2.85828 0.80680
C 0.93179 -3.86630 0.05125
F 1.99819 -4.19634 -0.72540
F 0.75614 -4.93010 0.86267
C -0.38017 -3.46956 -0.79913
O -0.75083 -2.21900 -0.74244
C -1.53863 -4.42810 -0.27881
F -1.74761 -4.27696 1.03783
F -2.70252 -4.11904 -0.88670
F -1.35458 -5.75603 -0.49998
C -0.07447 -3.89593 -2.29271
F -1.15989 -3.69875 -3.06754
F 0.91153 -3.15344 -2.82368
F 0.28477 -5.19354 -2.47633
*
```